[1]
{
  "formula": "C22H32BrN4O2RhS3",
  "method": "the ωB97M-V functional and the def2-TZVPD basis",
  "elements": ["N", "H", "H", "C", "C", "O", "H", "H", "S", "C", "S", "H", "H", "H", "H", "H", "C", "H", "H", "C", "C", "C", "C", "S", "H", "Rh", "H", "H", "H", "N", "C", "C", "C", "H", "H", "C", "H", "C", "C", "C", "O", "H", "H", "H", "H", "H", "C", "N", "C", "H", "N", "H", "Br", "H", "C", "H", "C", "C", "H", "H", "H", "H", "C", "H", "C"],
  "positions_angstrom": [[4.47339, 0.71216, 0.74940], [-3.95041, -1.35524, -0.21590], [-0.94451, -4.35984, -1.64840], [0.81309, 4.30066, -0.09500], [-4.39971, 1.29156, 0.22080], [2.10869, 2.05196, -0.58320], [-3.69561, -3.43324, 0.82460], [-6.34171, 1.54316, 1.13510], [6.69499, 1.86306, 1.37500], [-1.87841, -1.56204, 0.10150], [5.00679, -3.86794, -0.92680], [-0.29851, -2.71264, -1.72030], [-5.00241, 3.33466, -0.11730], [-3.79641, -3.43394, -0.94910], [3.19029, 2.83516, 1.18230], [0.35999, 3.81316, 0.76350], [-5.42621, 0.98836, 1.33380], [7.65789, -0.28014, 0.74620], [-3.07131, -4.78714, -0.10480], [-2.02241, 1.06516, 1.10720], [3.52059, -2.98044, -0.55530], [-0.96591, -3.67504, 0.97460], [5.90499, -2.52434, -0.38140], [1.23189, 3.01896, -1.34200], [2.21029, -4.44524, -1.09360], [2.35479, -0.01054, 0.45450], [-2.08321, 2.02106, 1.59940], [-5.66801, -0.07084, 1.36600], [-1.45021, -3.46634, 1.92580], [4.17649, 2.92026, 1.39660], [6.72799, 0.24586, 0.81970], [-0.65191, -0.85484, 0.41030], [5.07929, -1.50234, 0.02800], [6.97559, -2.54074, -0.38710], [4.55429, 3.76336, 1.78930], [4.93869, 1.85816, 1.16600], [-3.85461, 3.16626, 1.19240], [2.45869, 4.03036, -2.23550], [-1.80321, -3.04884, -0.15600], [-0.84541, 0.37766, 1.11370], [0.49559, -1.26884, 0.08720], [-3.30841, 3.02076, -0.48890], [1.50679, -2.93544, -0.54710], [0.09039, 4.97176, -0.54840], [-5.82651, 1.55656, -1.38400], [2.74279, 3.52756, -3.15530], [-5.01901, 0.87706, -1.12420], [3.74019, -1.77554, -0.09010], [5.46159, -0.21024, 0.53000], [-5.04561, 1.29246, 2.30520], [2.32249, -3.51104, -0.73560], [0.04579, -3.28394, 1.02350], [0.69709, 1.03076, 2.06880], [2.02229, 4.99456, -2.47340], [-1.19011, -3.30724, -1.54220], [-5.44001, -0.12344, -1.08900], [-4.11531, 2.79676, 0.20490], [-3.05211, -0.84944, 0.09420], [1.68999, 4.85956, 0.21430], [-0.91831, -4.75184, 0.84440], [-4.27721, 0.90916, -1.91890], [3.32929, 4.14496, -1.59590], [-3.18351, -3.70614, -0.09470], [-1.91271, -3.05004, -2.31280], [-3.14381, 0.50216, 0.46380]],
  "charge": 2,
  "lumo_ha": [-0.335, -0.335],
  "gap_ev": [3.71, 3.70]
}


[2]
{
  "formula": "C9H14O",
  "method": "the ωB97M-V functional and the def2-TZVPD basis",
  "elements": ["H", "H", "H", "C", "C", "C", "C", "H", "C", "H", "C", "H", "H", "H", "H", "C", "O", "H", "H", "C", "H", "H", "H", "C"],
  "positions_angstrom": [[-1.58943, -1.14868, -1.92297], [-0.56870, -2.57399, -2.23194], [-2.88777, 1.88956, 0.12114], [-0.28510, -0.86871, 0.64382], [-0.80566, 2.53980, -0.06708], [2.45197, -1.26719, 0.15438], [1.44532, -1.87412, -0.71412], [-1.33580, -0.60459, 0.71576], [0.09812, -1.54326, -0.51368], [-0.86068, 1.62161, 0.51987], [0.68073, -0.44450, 1.59920], [0.45203, -0.28235, 2.64852], [-0.11604, 2.43336, -0.90161], [-2.82207, 3.51011, -0.13555], [3.50537, -1.43317, -0.04438], [2.02879, -0.61246, 1.29823], [2.94971, -0.04310, 2.16152], [-2.44790, 2.35719, -1.51407], [-1.64246, -2.69561, -0.95781], [-2.29747, 2.61202, -0.46605], [-0.48774, 3.44903, 0.44209], [3.80230, -0.42710, 2.01675], [1.75967, -2.64625, -1.40763], [-1.02717, -1.94758, -1.44440]],
  "charge": -1,
  "lumo_ha": [0.139, 0.138],
  "gap_ev": [3.14, 7.06],
  "spin_multiplicity": 2
}


[3]
{
  "formula": "C18H48F3O9",
  "method": "the ωB97M-V functional and the def2-TZVPD basis",
  "elements": ["H", "H", "H", "C", "H", "H", "H", "C", "H", "H", "C", "H", "H", "O", "H", "C", "O", "H", "F", "H", "H", "O", "H", "H", "C", "H", "H", "H", "H", "H", "H", "H", "C", "C", "O", "H", "C", "H", "H", "H", "H", "O", "C", "H", "O", "C", "H", "H", "H", "O", "C", "C", "C", "C", "H", "H", "H", "F", "F", "H", "C", "H", "H", "O", "C", "H", "H", "H", "H", "H", "C", "H", "H", "H", "H", "H", "O", "C"],
  "positions_angstrom": [[-1.60066, -0.96414, 0.05770], [0.61336, 3.31269, 2.49943], [-2.49286, 0.56100, 3.00054], [-1.90898, -4.48852, 0.84442], [-1.13298, 4.62105, -4.34079], [-2.82288, 0.96444, 4.68295], [5.21699, 0.18964, 3.68703], [-0.93491, 3.87403, -5.10255], [-3.85896, -3.64408, 1.46705], [0.66058, 2.47115, -5.62738], [0.38422, 3.17454, -4.84358], [-0.06966, -2.18264, -4.38586], [-0.60364, -1.66269, -1.96627], [-0.87518, 4.54414, -6.39142], [3.39225, -2.98301, 0.05159], [3.26453, 0.74028, 2.87099], [0.24897, 2.13104, 0.87410], [-1.06677, -0.97926, -5.18653], [-1.81821, 3.80108, -0.15153], [-1.02777, -3.96562, 1.21301], [-0.85441, -0.30246, 4.84350], [-3.64594, -5.62396, 2.14590], [5.01136, -0.16728, 2.01793], [-0.23738, 1.36099, 4.94155], [-0.54667, -0.68259, -0.10713], [1.16220, -3.45469, 1.18885], [-2.68825, -3.86419, 2.69874], [-1.61100, -3.56558, -5.50829], [-1.72373, 3.12454, -5.18058], [-1.67122, -5.54643, 0.72281], [1.02831, -1.33498, -1.40818], [2.74289, -0.20906, 3.03331], [1.93744, -4.21072, 1.03393], [0.04650, -1.69470, -1.09011], [0.78502, -1.24830, -5.96100], [-0.01514, 0.99458, 2.49634], [-0.81150, 1.65827, 0.21831], [3.37149, -2.80692, 1.83116], [1.85560, 1.33312, 1.65274], [0.74221, -1.20760, -6.91878], [-1.29838, 3.96034, -7.02334], [1.66198, -4.96007, -0.15622], [-0.73055, 0.63353, 4.28787], [-1.61126, 1.29833, 0.89793], [0.97245, 3.92305, 3.16680], [-2.11920, 1.11338, 3.86051], [-0.04151, 6.42558, 2.18043], [1.18468, 3.89693, -4.67365], [5.25893, 1.48620, 2.41641], [2.82822, 1.27660, 1.62395], [-0.91162, -3.00700, -6.13107], [3.29216, -3.50460, 1.00217], [-3.09300, -4.34747, 1.80133], [-0.13788, 4.70658, 3.58939], [1.96588, -4.94677, 1.84427], [-0.07331, -3.66989, -6.35110], [-1.65641, 5.99851, 2.61804], [-0.78960, 2.91830, -1.84811], [-2.67015, 2.10683, -1.17850], [-1.38775, -2.72748, -7.07287], [-1.48526, 2.64323, -0.74278], [-2.08547, -4.08629, -0.15435], [-3.77258, -5.58917, 3.09665], [-0.42131, 0.58291, -0.66431], [-0.66452, 5.56658, 2.44469], [-0.04855, -0.81647, 0.86233], [0.14956, 5.27800, 4.46895], [-0.94950, 4.00346, 3.82112], [-2.04804, 2.18335, 3.65803], [4.03596, -4.29754, 1.09283], [4.76129, 0.58687, 2.77608], [-0.74196, 4.93082, 1.56284], [0.35314, 2.61031, -3.90715], [0.21105, -2.67601, -0.65092], [0.90310, -5.50827, 0.06077], [2.97537, 1.41779, 3.68336], [0.11535, 0.33057, 3.19751], [-0.37651, -1.80817, -5.36376]],
  "charge": -1,
  "lumo_ha": 0.086,
  "gap_ev": 7.71
}


ΔE to the lowest compared entry with this formula, charge and spin for the records above, in order: 0.886 0.735 1.043 eV